ORCA calculation (ωB97M-V with the def2-TZVPD basis set) on C18H28Br2CdN7O8P2 as an isolated structure in a non-equilibrium geometry.

```
66
Properties=species:S:1:pos:R:3:forces:R:3
Cd 0.867252 -0.127408 -0.083905 0.79 0.15 -0.15
N -0.252002 1.508435 1.190322 -1.41 -0.03 -0.21
C -0.487522 0.853875 2.525192 1.38 0.56 -0.57
C -1.020874 1.847897 3.569453 -0.82 -0.64 -0.59
C -2.440331 2.378932 3.255917 -0.12 -0.83 0.03
C -3.601766 1.399274 3.605195 0.56 0.29 0.73
N -3.607215 0.112803 2.922285 0.05 -0.41 -0.56
C -3.589709 -0.061273 1.601047 -0.29 1.51 -0.36
N -3.290049 -1.224754 1.043078 0.15 0.00 -0.72
N -3.877367 0.981987 0.792527 -0.27 0.45 0.81
C 0.811383 0.069570 2.949353 0.10 -0.15 1.51
O 0.872495 -0.191580 4.158747 0.02 0.26 -1.23
O 1.632397 -0.297520 2.035158 -0.76 0.40 0.05
H 0.334180 2.328861 1.293150 0.27 -0.03 0.18
H -1.145245 1.880578 0.814419 0.71 -0.45 0.26
H -1.133522 0.004965 2.356696 -0.61 0.02 -0.15
H -0.371171 2.709629 3.648390 0.42 0.10 -0.05
H -1.030071 1.360667 4.537840 0.13 -0.11 0.19
H -2.508251 2.750133 2.217346 -0.03 -0.07 0.46
H -2.617829 3.211179 3.919111 -0.09 0.52 0.06
H -4.573473 1.892121 3.516561 0.01 -0.02 -0.21
H -3.516991 1.134622 4.677021 0.00 0.24 -0.52
H -3.401020 -0.711233 3.457023 -0.01 -0.08 0.24
H -2.625105 -1.793078 1.529552 0.26 -0.48 0.22
H -3.112773 -1.164925 0.020066 -0.08 0.08 0.57
H -4.270942 1.851424 1.195142 0.49 -1.13 -0.65
H -3.660379 0.901762 -0.200360 -0.14 -0.04 0.17
Br 7.917781 0.098249 0.913476 -0.43 0.00 -0.18
C 6.078663 -0.039853 0.456910 0.36 0.29 -0.03
C 5.314136 -1.048602 1.001811 -0.24 -0.22 -0.31
C 3.966820 -1.129365 0.659963 0.20 -0.15 0.03
N 3.405744 -0.279237 -0.199712 -0.26 -0.67 0.82
C 4.147410 0.713679 -0.665981 -0.72 0.91 -0.31
C 5.485019 0.890303 -0.383980 0.46 0.04 -0.17
C 3.375049 1.736003 -1.446093 -0.58 0.20 -0.79
C 3.979452 2.758795 -2.201753 -0.05 -0.30 0.03
C 3.160759 3.587463 -2.946451 -0.71 0.43 -0.33
Br 3.843989 5.087699 -3.934137 -0.11 -0.79 0.44
C 1.781229 3.354591 -2.990721 0.53 0.45 -0.08
C 1.268705 2.343648 -2.210286 -0.74 -0.02 -0.34
N 2.030269 1.581627 -1.444001 0.67 -0.41 0.40
H 5.774588 -1.794936 1.615198 0.01 -0.18 0.42
H 3.319173 -1.879482 1.126516 0.28 0.28 -0.32
H 6.036665 1.711681 -0.841832 -0.07 -0.29 0.39
H 5.053730 2.892848 -2.284893 -0.18 -0.10 0.27
H 1.124942 3.953488 -3.603993 0.06 0.07 -0.02
H 0.182487 2.107018 -2.253610 0.94 0.18 0.20
N -0.914786 -3.377733 -3.304659 -0.66 0.18 -0.35
C -1.524927 -2.711737 -2.061232 0.87 -0.03 -0.10
C -2.886093 -3.306779 -1.826178 -0.75 -0.86 0.15
P -0.376458 -3.158936 -0.670974 -0.02 -0.64 -1.36
O 1.052605 -3.121237 -1.533512 -0.12 -0.56 0.97
O -0.760880 -4.538524 -0.338052 0.48 -0.20 0.49
O -0.396713 -2.010790 0.273965 0.03 0.71 0.71
P -1.550670 -0.903790 -2.346259 -0.98 -0.03 -0.54
O -1.981610 -0.919224 -3.922934 0.11 0.10 -0.03
O -2.697536 -0.331822 -1.559196 0.53 0.09 0.09
O -0.146854 -0.406735 -2.279246 0.06 0.29 0.48
H -1.169065 -4.372333 -3.330665 0.21 0.19 0.16
H 0.110096 -3.279384 -3.312187 -0.18 -0.02 0.25
H -1.304796 -2.916935 -4.140382 0.08 -0.07 0.16
H -2.799174 -4.362647 -1.510804 0.02 0.42 -0.26
H -3.530151 -3.232579 -2.697675 0.02 -0.04 -0.40
H -3.477324 -2.817635 -1.054727 0.40 0.13 0.13
H 1.609279 -3.862659 -1.211529 -0.31 0.47 -0.31
H -2.885677 -0.621079 -4.086528 0.10 0.02 0.16
```
Positions in Å, forces in eV/Å.

## Properties
**Relative energy (zero: lowest compared OMol25 entry of this formula, charge and spin)**: 0.0 kJ/mol
**Charge**: +1
**E_LUMO**: -2.6 eV
**Frontier orbital gap**: 8.31 eV

Results of the natural (NBO) charge analysis, in e, for atoms 1 through 5: 1.75, -0.93, -0.16, -0.42, -0.41